# 1
# C3H7N3O2

The molecule C3H7N3O2 at a distorted geometry (ωB97M-V/def2-TZVPD, OMol25).

Geometry as XYZ:
```
15
Properties=species:S:1:pos:R:3:forces:R:3:nbo_charge:R:1
C 0.1175 0.3023 0.4412 -0.50 -1.30 -1.70 0.795
C 2.3040 -0.0347 -0.3348 -1.25 -1.36 -1.70 -0.588
C 1.4836 0.2975 0.9249 2.31 1.95 -0.13 -0.512
N -3.6991 0.2934 -0.7174 5.09 -1.41 1.15 -0.442
N -2.4831 -0.2780 -0.3744 1.82 2.99 1.14 -0.135
N -1.7223 -1.3940 0.1278 -4.01 2.45 -2.00 -0.018
O -0.3374 1.1896 -0.2266 -1.17 1.66 0.12 -0.583
O -0.3909 -0.9793 0.3804 0.46 0.96 1.15 -0.400
H 2.3518 0.8418 -1.0448 -0.12 -0.97 0.86 0.224
H 3.3031 -0.3929 -0.1120 0.08 0.08 0.11 0.223
H 1.7120 -0.8977 -0.8430 1.43 1.39 0.43 0.217
H 1.5313 -0.4432 1.6561 0.68 -1.25 1.27 0.233
H 1.9731 1.2693 1.2749 -1.63 -1.08 -0.03 0.247
H -4.3875 -0.3875 -0.8488 -1.35 -1.97 0.04 0.314
H -1.7561 0.6134 -0.3034 -1.83 -2.13 -0.69 0.424
```
Positions in Å, forces in eV/Å.

The energy above the lowest of the compared OMol25 structures with the same formula, charge and spin is 7.6965 eV. For the HOMO-LUMO gap (alpha / beta), the calculation gives 8.9471 / 8.8251 eV. Its energy is -11783.6166 eV.

# 2
# C3H7N3O2

The molecule C3H7N3O2 at a distorted geometry (ωB97M-V/def2-TZVPD, OMol25).

Geometry as XYZ:
```
15
Properties=species:S:1:pos:R:3:forces:R:3:nbo_charge:R:1
N -2.4044 -1.2131 0.1173 0.40 1.20 0.18 -0.619
N -1.0685 -1.2766 -0.1117 0.06 0.39 0.56 -0.185
C -0.3065 -0.2686 0.1576 -1.43 0.94 -0.18 0.074
C 1.0786 -0.5510 -0.0614 1.87 -1.44 -0.07 0.008
N 2.0288 0.2854 0.1127 -1.08 0.27 -0.06 -0.162
O 3.2853 -0.2264 -0.1408 0.02 -0.26 -0.05 -0.552
C -0.7388 1.1855 0.4935 0.77 -0.96 0.93 -0.135
O -1.6944 1.6646 -0.4240 0.53 0.74 -1.24 -0.723
H -2.8773 -1.9202 -0.3974 -0.34 -0.36 -0.27 0.370
H -2.8292 -0.2810 0.0592 0.19 -0.48 -0.08 0.370
H 1.2502 -1.6250 -0.3232 0.23 0.92 0.04 0.198
H 3.8483 0.5426 -0.0033 0.04 -0.10 0.00 0.475
H 0.2053 1.7725 0.5497 -0.74 -0.14 -0.26 0.207
H -1.2018 1.2635 1.4960 0.15 -0.27 -0.43 0.194
H -1.2133 1.9771 -1.2287 -0.69 -0.46 0.94 0.479
```
Positions in Å, forces in eV/Å.

The structure (SMILES) is N/N=C(/C=N/O)CO. The energy above the lowest of the compared OMol25 structures with the same formula, charge and spin is 4.5728 eV. For the HOMO-LUMO gap, the calculation gives 9.1594 eV. Its energy is -11786.7404 eV.

# 3
# C3H7N3O2

The molecule C3H7N3O2 (ωB97M-V/def2-TZVPD, OMol25).

Geometry as XYZ:
```
15
Properties=species:S:1:pos:R:3:forces:R:3:nbo_charge:R:1
C -0.3154 -1.7796 -1.0119 0.00 0.08 -0.27 -0.423
N -0.2443 -0.5784 -0.2137 0.39 0.50 0.43 -0.551
C -0.8411 -0.4467 0.9501 0.36 0.15 0.40 0.765
O -1.6808 -1.0071 1.6138 0.23 0.16 -0.31 -0.615
N -0.0772 0.8001 1.4416 0.22 -0.37 -0.25 -0.711
C 0.9275 0.7948 0.0564 -0.41 -0.54 -0.41 0.827
N 0.4880 1.8775 -0.7145 -0.04 0.02 -0.03 -0.884
O 2.0931 0.5076 0.2020 -0.72 0.03 0.35 -0.654
H 0.6761 -2.2329 -1.0932 -0.04 0.04 0.05 0.209
H -0.6613 -1.5399 -2.0210 0.00 -0.10 0.06 0.196
H -1.0004 -2.5043 -0.5640 0.05 0.12 0.01 0.220
H 0.5405 0.6117 2.2283 -0.23 -0.09 0.09 0.423
H -0.6777 1.6000 1.6308 0.17 0.02 -0.04 0.414
H -0.4259 1.7460 -1.1251 0.15 0.03 -0.07 0.386
H 1.1989 2.1511 -1.3795 -0.12 -0.06 -0.01 0.398
```
Positions in Å, forces in eV/Å.

The structure (SMILES) is CN1C(=O)[NH2+][C@@]1(N)[O-]. The energy above the lowest of the compared OMol25 structures with the same formula, charge and spin is 2.2292 eV. For the HOMO-LUMO gap, the calculation gives 10.0611 eV. Its energy is -11789.0840 eV.

# 4
# C3H7N3O2

The molecule C3H7N3O2 (ωB97M-V/def2-TZVPD, OMol25).

Geometry as XYZ:
```
15
Properties=species:S:1:pos:R:3:forces:R:3:nbo_charge:R:1
C 0.6675 -0.1230 -0.2455 0.08 0.34 0.02 0.161
C -0.5464 0.0264 0.7263 0.16 -0.13 -0.06 0.375
N -1.8512 0.4432 0.2837 0.11 -0.03 -0.01 -0.866
N -0.1445 0.6256 1.9876 -0.03 -0.07 -0.16 -0.849
C 0.3120 -0.2082 -1.5893 0.19 -0.25 0.14 0.343
O 1.9668 0.2160 0.1186 -0.20 -0.18 -0.06 -0.700
O 1.2059 -0.4743 -2.5311 -0.25 0.10 0.22 -0.609
N -0.0966 -1.2336 0.3486 -0.09 0.27 -0.14 -0.546
H 2.3454 -0.5593 0.5537 -0.05 0.03 -0.02 0.485
H 0.7793 -0.5744 -3.3922 0.01 0.01 0.09 0.496
H -2.4586 -0.3651 0.2107 0.06 0.03 0.02 0.373
H -2.2492 1.1169 0.9244 0.03 -0.06 -0.02 0.380
H 0.6067 1.2944 1.8576 -0.03 -0.06 -0.01 0.378
H 0.1910 -0.0962 2.6140 -0.01 0.03 -0.06 0.372
H -0.7283 -0.0884 -1.8670 0.01 -0.04 0.05 0.205
```
Positions in Å, forces in eV/Å.

The energy above the lowest of the compared OMol25 structures with the same formula, charge and spin is 4.8594 eV. For the HOMO-LUMO gap (alpha / beta), the calculation gives 8.7119 / 8.7127 eV. Its energy is -11786.4537 eV.

# 5
# C3H7N3OS

The molecule C3H7N3OS at a distorted geometry (ωB97M-V/def2-TZVPD, OMol25).

Geometry as XYZ:
```
15
Properties=species:S:1:pos:R:3:forces:R:3:nbo_charge:R:1
C -0.6372 -1.9697 -1.2374 -0.36 -0.96 0.87 -0.414
N -0.5600 -0.9686 -0.1941 -0.03 0.18 0.11 -0.130
C -1.2621 -0.9381 0.9536 0.28 0.18 -0.03 -0.102
S -1.3352 0.2621 2.0530 0.02 0.00 -0.12 -0.105
O 0.0499 0.2033 -0.6259 -0.20 -0.29 0.10 -0.368
C 1.3634 0.2852 -0.1887 0.59 -0.06 0.42 0.289
N 2.1561 1.1233 -0.6992 -0.09 -0.34 0.32 -0.277
N 1.6790 1.9899 -1.6590 -1.15 -0.69 -0.72 -0.646
H -1.1917 -1.5878 -2.0823 -0.19 0.07 -0.28 0.210
H -1.1559 -2.8774 -0.8128 0.57 0.99 -0.51 0.221
H 0.3718 -2.2405 -1.5463 -0.03 -0.06 -0.03 0.214
H -1.7683 -1.8811 1.1209 -0.10 -0.19 -0.10 0.199
H 1.6618 -0.3922 0.6409 -0.31 0.61 -0.78 0.191
H 2.4506 2.2991 -2.2361 -0.18 -0.11 0.05 0.368
H 0.8858 1.5833 -2.2225 1.19 0.69 0.69 0.351
```
Positions in Å, forces in eV/Å.

The structure (SMILES) is CN(C=S)O/C=N\N. The energy above the lowest of the compared OMol25 structures with the same formula, charge and spin is 3.8672 eV. For the HOMO-LUMO gap, the calculation gives 9.0997 eV. Its energy is -20574.3166 eV.

# 6
# C3H7N3OS

The molecule C3H7N3OS at a distorted geometry (ωB97M-V/def2-TZVPD, OMol25).

Geometry as XYZ:
```
15
Properties=species:S:1:pos:R:3:forces:R:3:nbo_charge:R:1
H -1.3764 2.4599 0.8088 2.82 -0.35 1.63 0.320
N -0.4011 2.1346 1.2205 -0.24 -3.09 -1.86 -0.636
C -0.2369 0.9096 0.6481 3.83 3.63 4.36 0.379
C -1.2448 0.5439 -0.2172 -4.13 -2.47 -2.38 -0.144
O -1.8480 -0.7827 0.0854 1.96 0.48 -2.52 -0.759
N 0.9041 0.0303 0.7550 -0.78 0.35 1.13 -0.470
N 0.9871 -1.0602 -0.1445 -0.61 -0.85 0.17 -0.439
C 1.8423 -0.9121 -1.2020 -0.99 -3.13 2.04 -0.072
S 2.2999 -2.2514 -2.0081 0.10 0.43 -0.77 -0.120
H -0.8584 0.5530 -1.2972 -1.16 -0.27 1.37 0.223
H -1.9376 1.3489 0.0824 -0.77 -1.09 -1.85 0.190
H -2.4220 -0.9194 0.8178 -0.55 0.99 1.10 0.488
H 1.5173 -0.0303 1.6244 -1.40 0.33 -1.78 0.414
H 0.5418 -2.0670 -0.0270 0.94 3.00 0.17 0.428
H 2.2328 0.0428 -1.1463 0.99 2.04 -0.81 0.197
```
Positions in Å, forces in eV/Å.

The structure (SMILES) is [H]/N=C(\CO)NNC=S. The energy above the lowest of the compared OMol25 structures with the same formula, charge and spin is 4.4359 eV. For the HOMO-LUMO gap, the calculation gives 9.1993 eV. Its energy is -20573.7479 eV.

# 7
# C3H7N3OS

The molecule C3H7N3OS at a distorted geometry (ωB97M-V/def2-TZVPD, OMol25).

Geometry as XYZ:
```
15
Properties=species:S:1:pos:R:3:forces:R:3:nbo_charge:R:1
H -2.0833 -0.7106 0.6935 -1.25 -0.75 -0.80 0.318
N -1.6806 -0.3287 1.5215 0.25 0.05 -0.54 -0.541
C -0.8035 0.4813 1.1089 1.41 0.49 4.34 0.025
C -0.4166 0.8895 -0.2443 0.12 -0.84 1.41 0.395
N -1.4514 1.4918 -0.8704 -0.75 1.24 -0.83 -0.771
N 0.7356 0.6036 -0.6964 1.44 -0.01 -0.73 -0.714
S 2.0160 -0.2521 0.1600 -2.65 -0.04 -1.60 1.760
C 3.2527 0.0653 -0.8740 1.01 -2.50 0.50 -1.006
O 2.1683 0.0586 1.5501 -0.08 -0.40 0.46 -0.909
H -0.1788 0.8588 1.9962 -0.55 0.09 -1.69 0.215
H -2.1535 1.9849 -0.3271 0.26 -0.80 0.61 0.401
H -1.3295 2.0845 -1.6660 0.85 -0.30 -0.88 0.401
H 1.3096 -1.5578 -0.0016 0.97 1.51 0.72 -0.021
H 4.0073 -0.8413 -0.8188 -1.22 1.99 0.20 0.226
H 2.6579 -0.0617 -1.7585 0.19 0.29 -1.19 0.220
```
Positions in Å, forces in eV/Å.

The structure (SMILES) is [H]/N=C\C(N)=N/[S@@H](=C)=O. The energy above the lowest of the compared OMol25 structures with the same formula, charge and spin is 5.7072 eV. For the HOMO-LUMO gap, the calculation gives 9.1851 eV. Its energy is -20572.4766 eV.

# 8
# C3H7N3S

The molecule C3H7N3S at a distorted geometry (ωB97M-V/def2-TZVPD, OMol25).

Geometry as XYZ:
```
14
Properties=species:S:1:pos:R:3:forces:R:3:nbo_charge:R:1
H 1.1453 0.0950 1.4601 0.32 -0.03 -0.25 0.328
N 1.9065 -0.5882 1.3807 -0.22 -0.89 0.57 -0.693
C 1.4683 -1.6902 0.9172 -0.56 -0.04 -1.66 0.268
N 0.2189 -1.9122 0.3285 1.01 2.64 1.27 -0.471
N -0.8709 -1.1098 0.6458 -0.84 -0.63 -1.91 -0.460
C -1.3737 -0.1592 -0.3659 -0.16 -0.42 0.42 -0.306
C -0.3084 0.7450 -0.9577 -0.97 0.86 -0.48 -0.276
S -0.3931 2.3739 -0.9550 0.14 -1.07 0.17 0.072
H 2.0458 -2.6213 0.7310 0.32 0.91 0.53 0.167
H 0.0271 -2.8049 0.0247 -0.76 -2.20 -0.35 0.375
H -0.8111 -0.6823 1.5220 0.41 0.43 1.54 0.358
H -1.9384 -0.7356 -1.1386 0.72 0.44 0.20 0.212
H -2.1494 0.4079 0.1760 0.43 0.10 -0.35 0.222
H 0.4703 0.2575 -1.5418 0.15 -0.11 0.32 0.203
```
Positions in Å, forces in eV/Å.

The structure (SMILES) is [H]/N=C\NNCC=S. The energy above the lowest of the compared OMol25 structures with the same formula, charge and spin is 2.8254 eV. For the HOMO-LUMO gap, the calculation gives 8.1479 eV. Its energy is -18527.6451 eV.

# 9
# C3H7N3S

The molecule C3H7N3S at a distorted geometry (ωB97M-V/def2-TZVPD, OMol25).

Geometry as XYZ:
```
14
Properties=species:S:1:pos:R:3:forces:R:3:nbo_charge:R:1
C 2.6611 0.3162 -0.0229 0.58 0.56 -2.48 -0.708
C 1.6623 -0.7766 -0.0781 -0.42 -1.25 0.23 0.131
N 0.3883 -0.7423 -0.1400 -0.04 -0.08 -0.14 -0.330
N -0.0855 0.5364 -0.1720 0.78 1.91 -0.06 -0.403
C -1.3273 0.7100 -0.0502 -0.55 0.81 0.17 0.285
N -2.2388 -0.2565 0.1281 0.96 -3.65 -0.49 -0.783
S -3.8633 -0.1521 -0.2043 -0.50 0.43 -0.73 0.213
H 2.1153 1.2615 0.0073 0.31 -0.05 0.51 0.257
H 3.1448 0.3584 -1.1246 -0.52 -0.30 2.57 0.233
H 3.4135 0.1813 0.7868 -0.48 0.14 -0.83 0.237
H 1.9534 -1.8112 -0.0754 0.86 -0.31 0.05 0.176
H -1.7459 1.7057 -0.0081 0.20 0.35 -0.22 0.179
H -1.8086 -1.2020 -0.0915 -0.72 1.45 0.67 0.421
H -4.2693 -0.1290 1.0450 -0.45 0.00 0.75 0.092
```
Positions in Å, forces in eV/Å.

The structure (SMILES) is C/C=N\N=C/NS. The energy above the lowest of the compared OMol25 structures with the same formula, charge and spin is 2.5947 eV. For the HOMO-LUMO gap, the calculation gives 9.5920 eV. Its energy is -18527.8758 eV.

Q: The lowest energy belongs to which entry?
A: number 5

Q: energy of number 9 (C3H7N3S)?
A: -18527.8758 eV

Q: Which of these has the lowest energy?
A: number 5

Q: energy of number 8 (C3H7N3S)?
A: -18527.6451 eV